Formula: C2H5NOS
Source: the OMol25 dataset
Level of theory: ωB97M-V with the def2-TZVPD basis set

Computed properties:
- ΔE to the lowest compared entry with this formula, charge and spin: 4.992 eV
- E_LUMO: 0.0066 Eh

Geometry as ORCA input:
```
! wB97M-V def2-TZVPD RIJCOSX def2/J DEFGRID3
* xyz 0 1
S 2.5397 0.1181 -0.1869
O 3.2097 -1.1749 -0.2766
N -0.1374 0.6785 0.0571
C -1.5465 0.1811 0.0123
C 0.9287 -0.1567 0.0319
H 0.3309 -1.7117 -0.1057
H -0.0916 1.5798 0.5137
H -1.9341 0.6503 0.9547
H -1.9380 0.6484 -0.8717
H -1.3613 -0.8130 -0.1289
*
```